The following is a quantum chemistry calculation of 2 unconnected molecules or ions with the total composition C4H10NO2 in a non-equilibrium geometry, from the OMol25 dataset.

Values from the calculation:
2S+1   1
HOMO energy   -13.4 eV
ΔE to the lowest compared entry with this formula, charge and spin   70.6 kcal/mol
Charge   +1

```
17
C4H10NO2, DFT ωB97M-V/def2-TZVPD
C 1.16158 0.17133 0.79573
C 2.07729 -0.66307 -0.03732
C -0.70460 -0.15679 -0.26552
C -2.11066 0.10866 -0.01844
N -2.70711 1.27318 -0.26046
O 1.24987 1.46294 0.80106
O -2.89628 -0.70304 0.74190
H 1.95779 -1.69546 0.04868
H 2.02703 -0.35526 -1.03006
H 3.11248 -0.40035 0.47364
H -0.37838 0.33604 -1.26132
H 0.85670 -0.10523 1.75484
H -0.38880 -1.17194 -0.28981
H 1.39242 1.69722 -0.16521
H -3.68100 1.37776 0.08875
H -2.35515 2.00434 -0.75469
H -2.32382 -1.42664 1.08036
```